{
  "formula": "C40H115N5O15",
  "method": "ωB97M-V with the def2-TZVPD basis set",
  "elements": ["C", "C", "C", "O", "C", "N", "H", "H", "H", "H", "H", "H", "H", "H", "H", "H", "H", "C", "C", "C", "O", "C", "N", "H", "H", "H", "H", "H", "H", "H", "H", "H", "H", "H", "C", "C", "C", "O", "C", "N", "H", "H", "H", "H", "H", "H", "H", "H", "H", "H", "H", "C", "C", "C", "O", "C", "N", "H", "H", "H", "H", "H", "H", "H", "H", "H", "H", "H", "C", "C", "C", "O", "C", "N", "H", "H", "H", "H", "H", "H", "H", "H", "H", "H", "H", "C", "C", "O", "H", "H", "H", "H", "H", "H", "C", "C", "O", "H", "H", "H", "H", "H", "H", "C", "C", "O", "H", "H", "H", "H", "H", "H", "C", "C", "O", "H", "H", "H", "H", "H", "H", "C", "C", "O", "H", "H", "H", "H", "H", "H", "C", "C", "O", "H", "H", "H", "H", "H", "H", "C", "C", "O", "H", "H", "H", "H", "H", "H", "C", "C", "O", "H", "H", "H", "H", "H", "H", "C", "C", "O", "H", "H", "H", "H", "H", "H", "C", "C", "O", "H", "H", "H", "H", "H", "H"],
  "positions_angstrom": [[-2.5532, -6.8590, -1.8904], [-3.4479, -6.3397, -0.7734], [-4.3645, -5.2068, -1.2571], [-3.5059, -4.1709, -1.6767], [-4.0846, -3.1798, -2.4919], [-4.2919, -7.4713, -0.3365], [-3.1117, -7.4371, -2.6266], [-1.6943, -7.4785, -1.6322], [-2.0295, -6.0609, -2.4165], [-2.8644, -5.9641, 0.0672], [-5.0629, -4.7843, -0.5347], [-4.9753, -5.5900, -2.0746], [-5.0022, -2.8399, -2.0118], [-4.3743, -3.7052, -3.4019], [-3.3540, -2.3754, -2.5781], [-4.9235, -7.1855, 0.3980], [-3.6912, -8.0863, 0.1935], [3.2052, 1.2088, 3.1274], [3.4877, -0.2619, 3.5439], [4.2662, -0.9818, 2.4553], [4.5707, -2.3490, 2.7275], [3.3853, -3.1549, 2.6147], [4.2572, -0.3031, 4.8179], [2.4987, 1.2620, 2.2990], [4.0249, 1.8512, 2.8055], [2.5993, 1.7154, 3.8787], [2.5534, -0.7877, 3.7405], [5.2486, -0.5377, 2.2950], [3.8185, -0.8653, 1.4683], [2.9200, -3.1402, 1.6292], [2.5880, -3.0213, 3.3459], [3.7020, -4.1877, 2.7604], [5.2386, -0.4429, 4.6249], [4.0478, -1.1614, 5.3074], [-0.1008, -4.9856, 0.8690], [-0.9621, -3.7400, 1.1401], [-0.2186, -2.6957, 2.0703], [-1.0212, -1.5933, 2.2086], [-0.5777, -0.6301, 3.1373], [-1.2546, -3.1956, -0.2040], [0.1915, -5.5309, 1.7664], [0.7573, -4.6704, 0.2754], [-0.4636, -5.7263, 0.1564], [-1.8898, -3.9413, 1.6757], [0.7415, -2.4345, 1.6254], [-0.0067, -3.1045, 3.0583], [-0.6032, -0.9901, 4.1658], [-1.2677, 0.2135, 3.1178], [0.4478, -0.3633, 2.8820], [-1.6157, -2.2557, -0.1252], [-2.0217, -3.6734, -0.6551], [-4.5361, -2.1176, 2.0273], [-4.3626, -1.5358, 0.6270], [-5.6069, -0.8957, -0.1105], [-6.7373, -1.8022, -0.1470], [-7.9580, -1.1410, -0.4769], [-3.3735, -0.5400, 0.8894], [-3.6457, -2.5043, 2.5231], [-5.2398, -2.9371, 1.8814], [-5.0879, -1.4491, 2.6881], [-3.9585, -2.3143, -0.0201], [-5.3247, -0.6344, -1.1304], [-5.9496, 0.0455, 0.3195], [-8.7582, -1.8804, -0.4473], [-8.0495, -0.7255, -1.4804], [-8.2373, -0.3933, 0.2654], [-2.9741, -0.3749, -0.0235], [-2.6640, -1.0300, 1.4152], [2.4091, -4.6096, -2.4116], [2.8143, -3.4298, -1.5445], [4.1487, -2.7608, -2.0530], [3.9338, -2.3370, -3.3778], [4.9790, -1.5006, -3.8083], [1.6668, -2.4816, -1.4082], [2.0500, -4.3364, -3.4038], [1.7165, -5.3137, -1.9504], [3.3334, -5.1351, -2.6516], [3.0880, -3.8412, -0.5730], [5.0340, -3.3945, -2.0002], [4.2851, -1.8948, -1.4052], [4.9850, -1.6338, -4.8901], [5.9399, -1.8110, -3.3980], [4.7250, -0.4901, -3.4881], [1.5507, -2.0146, -2.2962], [0.7890, -2.9658, -1.2850], [-2.2424, 2.2442, -2.8873], [-3.1414, 1.2674, -2.1197], [-2.4752, 0.0089, -2.1398], [-2.0472, 1.9012, -3.9033], [-1.2894, 2.4529, -2.4011], [-2.7047, 3.2279, -2.9690], [-4.1241, 1.3123, -2.5890], [-3.2441, 1.6961, -1.1228], [-2.4903, -0.3075, -3.0460], [-1.0051, 3.9250, 5.6377], [-0.2443, 2.6319, 5.0900], [-0.5281, 1.4848, 5.8775], [-0.8126, 4.1364, 6.6896], [-2.0894, 3.9062, 5.5284], [-0.5708, 4.8474, 5.2521], [0.8408, 2.7195, 5.0347], [-0.5712, 2.4412, 4.0678], [0.2549, 0.9415, 5.9930], [0.4006, 0.8014, 0.4412], [1.2996, 0.8650, -0.7946], [2.5434, 0.1212, -0.6800], [0.3462, -0.2074, 0.8504], [-0.6322, 1.1097, 0.2787], [0.8440, 1.2927, 1.3073], [1.5075, 1.9011, -1.0615], [0.5843, 0.5175, -1.5400], [2.2373, -0.7821, -0.7898], [1.5341, 2.0976, -4.3942], [2.7003, 1.1715, -4.7019], [3.9199, 1.8707, -4.5395], [1.6386, 2.6095, -3.4375], [0.6303, 1.4895, -4.3553], [1.4342, 2.8259, -5.1989], [2.5875, 0.6428, -5.6484], [2.8198, 0.3921, -3.9494], [4.0276, 1.9740, -3.5912], [3.3461, 5.7176, 4.0191], [1.9875, 5.3812, 3.4767], [1.5597, 6.5784, 2.9354], [3.5377, 4.9089, 4.7244], [3.3462, 6.6819, 4.5273], [4.1412, 5.7776, 3.2759], [1.3156, 5.0307, 4.2601], [2.0079, 4.6471, 2.6712], [2.2991, 6.9918, 2.4837], [2.2977, 5.2104, -2.6511], [2.5758, 6.6208, -2.1751], [3.8464, 6.6439, -1.5426], [1.4828, 5.0610, -3.3594], [2.1156, 4.5728, -1.7859], [3.1652, 4.7505, -3.1244], [1.8578, 6.9324, -1.4165], [2.5799, 7.3754, -2.9617], [4.4752, 6.8796, -2.2287], [-3.7420, 1.6086, 3.7012], [-4.1147, 2.4140, 2.4478], [-3.1619, 2.1674, 1.4435], [-2.6880, 1.7407, 3.9457], [-3.9961, 0.5554, 3.5821], [-4.3184, 1.9889, 4.5445], [-4.0075, 3.4711, 2.6908], [-5.1433, 2.2759, 2.1145], [-3.2454, 1.2316, 1.2463], [5.8312, 2.0698, 0.1810], [5.7742, 1.4535, -1.2275], [4.5318, 1.6724, -1.7840], [6.8440, 1.8885, 0.5406], [5.1687, 1.6770, 0.9523], [5.5995, 3.1327, 0.1124], [5.8010, 0.3734, -1.0834], [6.6017, 1.6737, -1.9019], [3.8772, 1.1509, -1.3138], [-0.1853, -1.7384, -4.0505], [-1.4457, -2.0148, -4.8122], [-2.2217, -0.8452, -4.8072], [0.4274, -2.6236, -3.8800], [-0.3966, -1.2948, -3.0775], [0.3485, -0.9232, -4.5389], [-2.0213, -2.7779, -4.2884], [-1.2967, -2.4501, -5.8003], [-1.8671, -0.3009, -5.5140], [-0.7012, 5.9773, -0.0512], [-1.2630, 4.7138, 0.6079], [-2.6773, 4.6255, 0.4229], [0.3727, 6.0370, 0.1252], [-1.1392, 6.8833, 0.3677], [-0.8335, 6.0338, -1.1317], [-1.1145, 4.6294, 1.6845], [-0.8078, 3.8802, 0.0732], [-2.8657, 3.7409, 0.7446]],
  "largest_force_ev_per_a": 2.973,
  "relative_energy_ev": 3.344,
  "gap_ev": 9.739,
  "charge": 0
}